60
Properties=species:S:1:pos:R:3:forces:R:3 method="wB97M-V/def2-TZVPD" fmax_ev_per_a=0.3 homo_ha=-0.73042 total_charge=+4 relative_energy_kj_mol=252.02
Zr 0.945267 -0.762511 0.282827 0.1 0.0 0.2
Br -0.888998 -2.583278 6.594646 0.0 0.0 0.0
C -0.404509 -2.045398 4.905672 0.0 0.0 0.1
C -1.302871 -1.348930 4.087453 0.0 0.0 0.0
C -0.886325 -0.952782 2.845814 0.0 0.0 0.0
N 0.352560 -1.214913 2.355221 -0.1 0.0 0.0
C 1.225352 -1.905670 3.149443 0.0 0.0 0.1
C 0.879008 -2.314420 4.415350 0.0 0.0 -0.1
C 2.545103 -2.176395 2.539121 0.1 0.0 -0.1
C 3.573588 -2.833466 3.161997 0.0 0.0 0.0
C 4.783498 -3.038151 2.474980 0.0 0.0 0.0
Br 6.173614 -3.915633 3.294951 0.0 0.0 0.0
C 4.909430 -2.556803 1.167800 0.0 0.0 0.0
C 3.839521 -1.908669 0.605440 0.1 0.0 0.0
N 2.667756 -1.718739 1.259395 -0.1 0.0 -0.1
H -2.304730 -1.126425 4.428030 0.0 0.0 0.0
H -1.556343 -0.406245 2.191569 0.0 0.0 0.0
H 1.581800 -2.850373 5.036703 0.0 0.0 0.0
H 3.478307 -3.194842 4.175830 0.0 0.0 0.0
H 5.826295 -2.685911 0.609194 0.0 0.0 0.0
H 3.917467 -1.514634 -0.404979 0.0 0.0 0.0
C 1.005408 -0.970364 -4.227238 0.0 0.0 0.0
C -0.346027 -1.608326 -3.935113 0.0 0.0 0.0
Sb -1.018436 -1.322734 -1.925254 0.1 -0.1 -0.1
C -2.829648 -2.438784 -1.655265 0.0 0.0 0.0
C -3.781077 -2.280674 -2.835818 0.0 0.0 0.0
C -1.679197 0.768505 -1.896265 0.0 -0.1 0.0
C -1.984689 1.380083 -3.238331 0.0 0.0 0.0
H 1.255871 -1.132561 -5.275984 0.0 0.0 0.0
H 1.810084 -1.413304 -3.637013 0.0 0.0 0.0
H 1.006028 0.108713 -4.062039 0.0 0.0 0.0
H -0.339126 -2.690356 -4.074097 0.0 0.0 0.0
H -1.141540 -1.204572 -4.563536 0.0 0.0 0.0
H -3.265210 -2.110534 -0.711204 0.0 0.0 0.0
H -2.494756 -3.469431 -1.529489 0.0 0.0 0.0
H -4.142009 -1.257965 -2.951245 0.0 0.0 0.0
H -4.654702 -2.910303 -2.661727 0.0 0.0 0.0
H -3.333901 -2.608302 -3.773887 0.0 0.0 0.0
H -0.426338 2.452244 -1.747148 0.1 0.0 0.0
H -2.522744 0.836450 -1.209064 0.0 0.1 0.0
H -1.144141 1.316685 -3.930082 0.0 0.0 0.0
H -2.298763 2.423911 -3.142665 0.0 0.0 0.0
H -2.828216 0.848880 -3.684343 0.0 0.0 0.0
O -0.578101 1.611933 -1.274128 -0.2 0.1 0.1
C 0.183728 1.368754 0.071022 0.1 -0.1 -0.1
O 1.464637 1.006263 -0.280477 -0.1 0.0 0.0
C 0.227394 2.712459 0.786427 0.0 0.1 0.0
N -1.126697 3.182614 1.303310 0.0 0.0 0.0
C -1.171921 4.700297 1.121249 0.0 0.0 0.0
C -0.415088 4.886607 -0.176747 0.0 0.0 0.0
C 0.761254 3.912331 -0.040697 0.0 0.0 0.0
H 0.853195 2.550743 1.663819 0.0 0.0 0.0
H -1.275934 2.924275 2.279538 0.0 0.0 0.0
H -1.887588 2.766125 0.765270 0.0 0.0 0.0
H -0.652536 5.137629 1.972687 0.0 0.0 0.0
H -2.209658 5.025104 1.121715 0.0 0.0 0.0
H -0.086955 5.916787 -0.300432 0.0 0.0 0.0
H -1.057363 4.655118 -1.032201 0.0 0.0 0.0
H 1.579675 4.379597 0.504464 0.0 0.0 0.0
H 1.190296 3.600293 -0.994470 0.0 0.0 0.0

***

57
Properties=species:S:1:pos:R:3:forces:R:3 method="wB97M-V/def2-TZVPD" smiles="Cc1ccc(CC(=O)NCC(C)(C)NC(=O)[C@H]2CCN3CC[C@H]2C3)c(Cl)c1" fmax_ev_per_a=0.1 homo_ha=-0.31930 relative_energy_kj_mol=18.52
C -0.966756 4.250664 0.401398 0.0 0.0 0.0
C -0.740252 3.130616 1.379750 0.0 0.0 0.0
C -1.773640 2.289074 1.771598 0.0 0.0 0.0
C -1.544550 1.254118 2.664370 0.0 0.0 0.0
C -0.284147 1.016868 3.204677 0.0 0.0 0.0
C -0.059658 -0.128264 4.149695 0.0 0.0 0.0
C 0.545154 -1.399035 3.555833 0.0 0.0 0.0
O 0.750671 -2.371987 4.263509 0.0 0.0 0.0
N 0.824100 -1.381498 2.235904 0.0 0.0 0.0
C 1.456321 -2.519333 1.607632 0.0 0.0 0.0
C 2.241669 -2.144604 0.349019 0.0 -0.1 0.0
C 3.290744 -1.069740 0.632290 0.0 0.0 0.0
C 2.938039 -3.412476 -0.145184 0.0 0.0 0.0
N 1.332147 -1.743989 -0.745458 0.1 0.1 0.0
C 0.730465 -0.541648 -0.906015 0.0 0.0 0.0
O 0.726959 0.319554 -0.035477 0.0 0.0 0.0
C 0.098744 -0.298559 -2.277894 -0.1 0.0 0.0
C -0.789865 -1.449942 -2.790423 0.0 0.0 0.0
C -2.199641 -1.399034 -2.187322 0.0 0.0 0.0
N -2.801668 -0.062947 -2.209472 0.0 0.0 0.0
C -2.731846 0.541891 -3.549283 0.0 0.0 0.0
C -1.349524 1.252467 -3.656077 0.0 0.0 0.0
C -0.707301 1.009555 -2.279030 0.0 0.0 0.0
C -1.958287 0.831876 -1.410708 0.0 0.0 0.0
C 0.738423 1.870254 2.797569 0.0 0.0 0.0
Cl 2.354762 1.633556 3.409238 0.0 0.0 0.0
C 0.525285 2.907166 1.908439 0.0 0.0 0.0
H -1.994992 4.254861 0.040913 0.0 0.0 0.0
H -0.767606 5.220799 0.860003 0.0 0.0 0.0
H -0.303983 4.152934 -0.460488 0.0 0.0 0.0
H -2.769370 2.440819 1.371960 0.0 0.0 0.0
H -2.363990 0.608216 2.958114 0.0 0.0 0.0
H 0.602512 0.157891 4.967362 0.0 0.0 0.0
H -1.004343 -0.427562 4.605119 0.0 0.0 0.0
H 0.655118 -0.555247 1.673485 0.0 0.0 0.0
H 2.139067 -2.969547 2.330645 0.0 0.0 0.0
H 0.715768 -3.285050 1.351281 0.0 0.0 0.0
H 3.981202 -1.437377 1.392961 0.0 0.0 0.0
H 3.858321 -0.857359 -0.275598 0.0 0.0 0.0
H 2.848985 -0.143864 0.989899 0.0 0.0 0.0
H 3.628455 -3.781329 0.611759 0.0 0.0 0.0
H 2.212826 -4.202611 -0.354678 0.0 0.0 0.0
H 3.506758 -3.205889 -1.053539 0.0 0.0 0.0
H 1.302051 -2.368295 -1.533344 0.0 0.0 0.0
H 0.945463 -0.190285 -2.966651 0.0 0.0 0.0
H -0.862331 -1.361085 -3.876499 0.0 0.0 0.0
H -0.352150 -2.432695 -2.604270 0.0 0.0 0.0
H -2.852486 -2.091169 -2.723248 0.0 0.0 0.0
H -2.174818 -1.724222 -1.143527 0.0 0.0 0.0
H -2.886519 -0.217171 -4.316914 0.0 0.0 0.0
H -3.539032 1.269747 -3.642107 0.0 0.0 0.0
H -0.740656 0.865295 -4.475287 0.0 0.0 0.0
H -1.480881 2.321337 -3.827711 0.0 0.0 0.0
H -0.076813 1.834434 -1.951016 0.0 0.0 0.0
H -2.471196 1.789152 -1.282067 0.0 0.0 0.0
H -1.760930 0.416496 -0.424870 0.0 0.0 0.0
H 1.359249 3.534155 1.619748 0.0 0.0 0.0

***

57
Properties=species:S:1:pos:R:3:forces:R:3 method="wB97M-V/def2-TZVPD" smiles="Cc1ccc(CC(=O)NCC(C)(C)NC(=O)[C@H]2CCN3CC[C@H]2C3)c(Cl)c1" fmax_ev_per_a=0.2 homo_ha=-0.30993 relative_energy_kj_mol=0.00
C 0.330015 4.604812 0.522457 0.0 0.0 0.0
C -0.200016 3.409656 1.264940 0.0 0.0 0.0
C -1.362633 2.766677 0.852972 0.0 0.0 0.0
C -1.817352 1.638080 1.510855 0.0 0.0 0.0
C -1.135243 1.095189 2.597340 0.0 0.0 0.0
C -1.613898 -0.199423 3.209356 0.0 0.0 0.0
C -1.013890 -1.363665 2.430439 0.0 0.0 0.0
O -1.619588 -1.911955 1.518475 0.0 0.0 0.0
N 0.243477 -1.702954 2.783701 0.0 0.0 0.0
C 1.023233 -2.700203 2.074494 0.0 0.1 0.0
C 1.832790 -2.161806 0.885282 0.0 -0.1 0.0
C 2.662463 -0.946327 1.294615 0.0 0.0 0.0
C 2.737052 -3.304320 0.415801 0.0 0.0 0.0
N 0.867651 -1.792680 -0.162567 0.0 -0.2 0.0
C 1.226898 -1.464373 -1.426175 0.0 0.1 0.0
O 2.393232 -1.305642 -1.762259 0.0 0.0 0.0
C 0.124402 -1.273343 -2.466426 0.0 0.0 0.0
C -1.328008 -1.527284 -2.039806 0.0 0.0 0.0
C -1.959866 -0.321515 -1.332627 0.0 0.0 0.0
N -1.670186 0.969307 -1.969681 0.0 0.0 0.0
C -2.016784 0.950507 -3.400924 0.0 0.0 0.0
C -0.780124 0.391680 -4.161330 0.0 0.0 0.0
C 0.254049 0.147739 -3.050757 0.0 0.0 0.0
C -0.213352 1.153439 -1.993879 0.0 0.0 0.0
C 0.012214 1.764875 3.008629 0.0 0.0 0.0
Cl 0.922748 1.199055 4.394885 0.0 0.0 0.0
C 0.477859 2.899332 2.364987 0.0 0.0 0.0
H -0.482649 5.203767 0.112729 0.0 0.0 0.0
H 0.934311 5.239753 1.169531 0.0 0.0 0.0
H 0.958945 4.287313 -0.312382 0.0 0.0 0.0
H -1.908338 3.129705 -0.008622 0.0 0.0 0.0
H -2.718890 1.147377 1.165602 0.0 0.0 0.0
H -1.346430 -0.261053 4.263587 0.0 0.0 0.0
H -2.694296 -0.277326 3.111636 0.0 0.0 0.0
H 0.696818 -1.151713 3.494192 0.0 0.0 0.0
H 1.720054 -3.146131 2.784421 0.0 0.0 0.0
H 0.343654 -3.481410 1.731174 0.0 0.0 0.0
H 3.337725 -1.206123 2.113865 0.0 0.0 0.0
H 3.254640 -0.606303 0.447509 0.0 0.0 0.0
H 2.016898 -0.127935 1.618955 0.0 0.0 0.0
H 3.416858 -3.590703 1.220578 0.0 0.0 0.0
H 2.137242 -4.175787 0.144206 0.0 0.0 0.0
H 3.321664 -2.999933 -0.447431 0.0 0.0 0.0
H -0.110059 -1.932313 0.053658 0.0 0.0 0.0
H 0.390086 -1.983701 -3.255366 0.0 0.0 0.0
H -1.901526 -1.750027 -2.943191 0.0 0.0 0.0
H -1.418883 -2.415874 -1.410100 0.0 0.0 0.0
H -3.043437 -0.451806 -1.281686 0.0 0.0 0.0
H -1.605171 -0.261786 -0.304887 0.0 0.0 0.0
H -2.919208 0.358290 -3.556524 0.0 0.0 0.0
H -2.233616 1.970265 -3.723798 0.0 0.0 0.0
H -1.006530 -0.516138 -4.722848 0.0 0.0 0.0
H -0.402205 1.128008 -4.871818 0.0 0.0 0.0
H 1.279270 0.305433 -3.379616 0.0 0.0 0.0
H 0.016350 2.178388 -2.302248 0.0 0.0 0.0
H 0.211946 0.992717 -1.000767 0.0 0.0 0.0
H 1.377620 3.380203 2.726872 0.0 0.0 0.0